42
Properties=species:S:1:pos:R:3 method="wB97M-V/def2-TZVPD" de_lowest_kcal_mol=0.0 e_lumo_ev=0.21 largest_force_ev_per_a=0.596 e_tot_ev=-32718.3510 mol_weight_g_mol=343.34 smiles="COc1ccc(CC(=O)Nc2ccc(OC(C)=O)cc2C(=O)O)cc1"
C -5.254 -2.964 0.642
O -4.910 -1.803 1.357
C -4.275 -0.795 0.695
C -3.928 -0.817 -0.650
C -3.278 0.268 -1.214
C -2.967 1.390 -0.462
C -2.228 2.556 -1.057
C -0.810 2.631 -0.506
O -0.350 3.626 0.004
N -0.147 1.446 -0.666
C 1.129 1.101 -0.270
C 1.989 2.019 0.341
C 3.261 1.655 0.718
C 3.715 0.356 0.499
O 4.995 0.061 0.947
C 5.816 -0.758 0.263
C 7.130 -0.879 0.989
O 5.546 -1.288 -0.778
C 2.883 -0.576 -0.087
C 1.590 -0.218 -0.479
C 0.741 -1.244 -1.103
O -0.372 -1.059 -1.562
O 1.294 -2.459 -1.134
C -3.319 1.406 0.886
C -3.963 0.332 1.458
H -5.950 -2.742 -0.175
H -5.742 -3.620 1.361
H -4.369 -3.465 0.238
H -4.152 -1.670 -1.271
H -3.013 0.228 -2.260
H -2.725 3.497 -0.817
H -2.172 2.457 -2.143
H -0.665 0.678 -1.098
H 1.639 3.024 0.510
H 3.920 2.369 1.186
H 6.959 -0.986 2.056
H 7.684 -1.728 0.600
H 7.706 0.030 0.824
H 3.220 -1.584 -0.260
H 0.692 -3.081 -1.572
H -3.080 2.271 1.486
H -4.239 0.337 2.501

---

19
Properties=species:S:1:pos:R:3 method="wB97M-V/def2-TZVPD" de_lowest_kcal_mol=80.5 e_lumo_ev=0.94 largest_force_ev_per_a=6.095 e_tot_ev=-9367.7011 mol_weight_g_mol=104.15 smiles=C[C@H](CO)N(C)N
C 0.561 1.778 -0.095
C 0.427 0.320 0.324
C 1.242 -0.625 -0.517
O 2.751 -0.226 -0.013
N -0.807 -0.437 -0.184
C -1.266 -1.510 0.710
N -1.886 0.429 -0.561
H -0.217 2.399 0.357
H 0.489 1.907 -1.178
H 1.553 2.128 0.204
H 0.581 0.188 1.396
H 1.291 -1.670 -0.221
H 1.235 -0.435 -1.591
H 3.149 0.454 -0.576
H -1.634 -1.107 1.660
H -2.064 -2.088 0.232
H -0.460 -2.215 0.923
H -2.379 0.783 0.259
H -2.568 -0.075 -1.128

---

57
Properties=species:S:1:pos:R:3 method="wB97M-V/def2-TZVPD" de_lowest_kcal_mol=19.3 e_lumo_ev=0.66 largest_force_ev_per_a=0.534 e_tot_ev=-36173.5033 mol_weight_g_mol=400.49 smiles="Cc1cncc(C(=O)N[C@@H](C)CCNC(=O)[C@@H]2CCCN2Cc2nnn(C)n2)c1"
C -2.668 3.919 2.318
C -3.326 2.754 1.636
C -4.671 2.462 1.833
N -5.313 1.440 1.274
C -4.615 0.644 0.476
C -3.269 0.846 0.189
C -2.571 -0.128 -0.705
O -2.800 -1.323 -0.652
N -1.668 0.416 -1.572
C -0.978 -0.416 -2.560
C -1.846 -0.613 -3.797
C 0.385 0.184 -2.911
C 1.467 -0.005 -1.855
N 1.201 0.858 -0.681
C 1.250 0.419 0.636
O 0.265 0.487 1.350
C 2.591 -0.023 1.201
C 3.532 1.198 1.331
C 4.607 0.955 0.270
C 4.707 -0.559 0.268
N 3.311 -0.975 0.348
C 3.140 -2.365 0.742
C 1.715 -2.779 0.613
N 1.148 -3.175 -0.545
N -0.119 -3.334 -0.289
N -0.278 -3.066 0.983
C -1.575 -3.076 1.632
N 0.835 -2.727 1.598
C -2.619 1.915 0.785
H -2.587 4.773 1.643
H -3.240 4.239 3.189
H -1.661 3.659 2.645
H -5.261 3.088 2.496
H -5.134 -0.199 0.035
H -1.782 1.396 -1.786
H -0.831 -1.382 -2.073
H -1.379 -1.318 -4.485
H -2.821 -1.006 -3.511
H -1.990 0.335 -4.322
H 0.733 -0.300 -3.826
H 0.272 1.248 -3.155
H 1.504 -1.053 -1.568
H 2.440 0.246 -2.282
H 0.270 1.244 -0.779
H 2.368 -0.451 2.184
H 3.002 2.139 1.191
H 3.975 1.209 2.327
H 4.265 1.307 -0.704
H 5.552 1.444 0.505
H 5.175 -0.970 -0.628
H 5.284 -0.901 1.144
H 3.747 -2.987 0.084
H 3.466 -2.534 1.780
H -1.791 -2.073 1.994
H -2.306 -3.359 0.883
H -1.556 -3.780 2.460
H -1.553 2.054 0.642

---

13
Properties=species:S:1:pos:R:3 method="wB97M-V/def2-TZVPD" charge=+1 de_lowest_kcal_mol=80.0 e_lumo_ev=-4.71 largest_force_ev_per_a=3.480 e_tot_ev=-22832.3542 mol_weight_g_mol=325.90
C 0.190 -0.040 0.804
C -1.187 0.499 0.703
N 0.635 -0.174 1.947
N 0.969 -0.115 -0.338
N 0.199 -0.139 -1.613
I -2.605 -0.902 -0.268
I 2.957 -0.572 -0.260
H -1.269 1.627 0.342
H -1.448 0.565 1.735
H 1.568 -0.459 2.382
H 0.894 -0.532 -2.323
H 0.020 0.831 -1.810
H -0.923 -0.590 -1.303

---

13
Properties=species:S:1:pos:R:3 method="wB97M-V/def2-TZVPD" de_lowest_kcal_mol=45.5 e_lumo_ev=1.00 largest_force_ev_per_a=4.337 e_tot_ev=-7797.6705 mol_weight_g_mol=85.11 smiles="NC(=O)C1CC1"
N 1.971 -0.985 0.078
C 1.203 0.068 -0.027
O 1.601 1.174 -0.213
C -0.374 -0.322 0.349
C -1.294 0.927 0.404
C -1.358 -0.005 -0.725
H 1.492 -1.825 -0.086
H 2.968 -0.815 0.166
H -0.597 -0.897 1.209
H -0.633 1.803 0.341
H -2.020 1.060 1.111
H -2.181 -0.645 -1.102
H -0.778 0.462 -1.505

---

27
Properties=species:S:1:pos:R:3 method="wB97M-V/def2-TZVPD" de_lowest_kcal_mol=129.2 e_lumo_ev=0.56 largest_force_ev_per_a=7.041 e_tot_ev=-16630.4770 mol_weight_g_mol=182.22 smiles="CC(C)(C)O[C@H]1CC=[N+]([O-])[C@@H]1C#N"
C 1.422 1.101 1.456
C 1.575 0.117 0.327
C 2.502 -1.111 0.525
C 2.104 0.926 -0.909
O 0.329 -0.647 0.171
C -0.756 -0.045 -0.425
C -1.362 -1.027 -1.392
C -2.642 -1.421 -0.733
N -2.978 -0.786 0.327
O -3.942 -0.787 1.013
C -1.934 0.347 0.580
C -2.594 1.496 0.220
N -3.281 2.338 -0.167
H 0.777 1.862 1.312
H 1.101 0.436 2.366
H 2.460 1.573 1.687
H 2.394 -1.596 -0.404
H 2.337 -1.691 1.420
H 3.670 -0.847 0.515
H 1.158 1.256 -1.517
H 2.514 1.760 -0.557
H 2.752 0.410 -1.463
H -0.471 0.865 -0.925
H -0.670 -1.838 -1.514
H -1.591 -0.619 -2.346
H -3.228 -2.288 -1.219
H -1.644 0.217 1.652

---

55
Properties=species:S:1:pos:R:3 method="wB97M-V/def2-TZVPD" de_lowest_kcal_mol=73.2 e_lumo_ev=-0.51 largest_force_ev_per_a=1.486 e_tot_ev=-48853.9896 mol_weight_g_mol=432.91 smiles="COc1cc([N+](=O)[O-])ccc1NC(=O)NCC1CCN(Cc2ccc(Cl)cc2)CC1"
C -7.318 0.184 -1.521
O -5.982 -0.260 -1.425
C -5.065 0.571 -0.860
C -5.345 1.807 -0.320
C -4.312 2.574 0.224
N -4.621 3.847 0.795
O -3.713 4.478 1.299
O -5.777 4.224 0.748
C -2.999 2.127 0.200
C -2.716 0.889 -0.341
C -3.731 0.080 -0.850
N -3.517 -1.159 -1.403
C -2.448 -2.051 -1.283
O -2.257 -2.886 -2.136
N -1.724 -1.932 -0.148
C -0.552 -2.738 0.103
C 0.729 -1.896 0.155
C 0.758 -0.969 1.371
C 2.073 -0.194 1.411
N 3.183 -1.122 1.485
C 4.455 -0.495 1.817
C 4.956 0.486 0.784
C 5.747 0.058 -0.276
C 6.152 0.935 -1.266
C 5.760 2.262 -1.197
Cl 6.261 3.368 -2.431
C 4.978 2.714 -0.147
C 4.582 1.824 0.834
C 3.231 -1.959 0.302
C 1.959 -2.799 0.216
H -7.755 0.348 -0.532
H -7.391 1.102 -2.110
H -7.856 -0.616 -2.025
H -6.344 2.211 -0.290
H -2.218 2.757 0.594
H -1.691 0.561 -0.410
H -4.239 -1.473 -2.040
H -2.038 -1.315 0.582
H -0.677 -3.283 1.044
H -0.491 -3.457 -0.717
H 0.778 -1.291 -0.757
H -0.070 -0.259 1.347
H 0.676 -1.567 2.280
H 2.095 0.439 2.302
H 2.139 0.459 0.522
H 5.184 -1.299 1.950
H 4.323 0.012 2.777
H 6.061 -0.975 -0.327
H 6.768 0.595 -2.083
H 4.684 3.751 -0.099
H 3.979 2.180 1.657
H 4.098 -2.619 0.385
H 3.337 -1.362 -0.621
H 1.895 -3.434 1.100
H 2.004 -3.437 -0.667

---

15
Properties=species:S:1:pos:R:3 method="wB97M-V/def2-TZVPD" de_lowest_kcal_mol=45.8 e_lumo_ev=0.68 largest_force_ev_per_a=3.727 e_tot_ev=-21809.6536 mol_weight_g_mol=134.57 smiles="CC1(C)N=N[C@H](Cl)O1"
C -1.621 -0.608 -0.518
C -0.310 -0.023 0.046
C -0.470 1.263 0.827
N 0.305 -0.952 0.945
N 1.434 -1.153 0.577
C 1.826 -0.415 -0.624
Cl 3.091 0.660 0.048
O 0.667 0.111 -1.053
H -1.247 -1.503 -1.095
H -1.999 -0.098 -1.426
H -2.345 -0.810 0.375
H -1.527 1.429 0.953
H 0.075 2.204 0.430
H -0.242 0.953 1.829
H 2.365 -1.058 -1.314